{"formula": "C13H23CrN8O3S2", "method": "the ωB97M-V functional and the def2-TZVPD basis", "charge": 2, "spin_multiplicity": 2, "total_energy_ha": -3013.22973, "largest_force_ev_per_a": 0.76, "symbols": ["Cr", "N", "N", "C", "N", "S", "H", "H", "H", "H", "H", "N", "N", "N", "C", "N", "N", "H", "H", "H", "O", "C", "O", "C", "C", "C", "C", "C", "C", "H", "H", "H", "H", "H", "C", "C", "S", "O", "C", "C", "H", "H", "H", "H", "H", "H", "H", "H", "H", "H"], "positions_angstrom": [[-1.129, -0.046, -0.385], [-2.641, -1.539, -0.804], [-3.781, -1.459, 0.024], [-3.826, -0.549, 1.002], [-4.857, -0.549, 1.827], [-2.554, 0.594, 1.226], [-2.951, -1.605, -1.770], [-2.100, -2.370, -0.561], [-4.454, -2.212, -0.027], [-5.624, -1.200, 1.747], [-4.902, 0.127, 2.573], [-0.461, 1.136, -5.183], [-1.152, 1.281, -4.017], [-2.237, 2.016, -3.946], [-2.640, 1.788, -2.703], [-1.814, 0.952, -2.076], [-0.856, 0.630, -2.944], [-0.671, 1.932, -5.772], [0.519, 0.997, -4.974], [-3.514, 2.237, -2.266], [0.920, -0.639, 1.869], [0.691, -1.580, 1.151], [-0.292, -1.500, 0.196], [1.421, -2.863, 1.138], [1.238, -3.811, 0.133], [1.955, -4.995, 0.165], [2.851, -5.231, 1.200], [3.040, -4.286, 2.199], [2.331, -3.098, 2.168], [0.550, -3.618, -0.678], [1.820, -5.732, -0.615], [3.408, -6.158, 1.226], [3.739, -4.479, 3.000], [2.467, -2.353, 2.940], [2.863, 2.549, 2.473], [2.342, 1.929, 1.184], [0.562, 2.077, 1.082], [0.211, 1.267, -0.225], [0.365, 3.773, 0.556], [1.084, 4.163, -0.727], [3.947, 2.450, 2.489], [2.461, 2.036, 3.345], [2.635, 3.611, 2.552], [2.509, 0.856, 1.163], [2.764, 2.379, 0.286], [0.704, 4.349, 1.422], [-0.714, 3.920, 0.496], [2.121, 4.437, -0.542], [0.590, 5.030, -1.161], [1.064, 3.357, -1.459]], "lowdin_charge": [0.6030, 0.0009, -0.0020, -0.7077, 0.1644, 0.8274, 0.1357, 0.1253, 0.1790, 0.1428, 0.1301, 0.1804, -0.2540, 0.1745, -0.1262, -0.0900, 0.1085, 0.1268, 0.1244, 0.1359, 0.0583, -0.4567, -0.2270, -0.1446, -0.0222, -0.0546, -0.0465, -0.0467, -0.0018, 0.1069, 0.1130, 0.1174, 0.1163, 0.1239, -0.0932, -0.3600, 1.0384, -0.6156, -0.3645, -0.1047, 0.0957, 0.0892, 0.0765, 0.0853, 0.0985, 0.1005, 0.0954, 0.0844, 0.0897, 0.0699]}

=====

{"formula": "C19H16N9PtS", "method": "the ωB97M-V functional and the def2-TZVPD basis", "charge": 3, "spin_multiplicity": 5, "total_energy_ha": -1742.79265, "largest_force_ev_per_a": 1.96, "symbols": ["Pt", "S", "C", "N", "N", "C", "C", "C", "C", "C", "C", "N", "N", "C", "C", "C", "C", "C", "C", "H", "H", "H", "H", "H", "H", "H", "H", "H", "H", "H", "N", "C", "N", "C", "N", "C", "C", "N", "C", "C", "N", "H", "H", "H", "H", "H"], "positions_angstrom": [[-1.263, 0.177, -1.176], [-1.065, 1.070, 0.971], [0.705, 0.874, 1.154], [1.372, 1.407, 2.124], [0.827, 2.159, 3.043], [1.571, 2.711, 4.050], [0.894, 3.417, 5.080], [1.618, 3.934, 6.113], [3.027, 3.793, 6.133], [3.698, 3.094, 5.107], [2.990, 2.564, 4.070], [1.418, 0.117, 0.280], [0.873, -0.341, -0.739], [1.563, -1.209, -1.556], [2.647, -1.966, -1.069], [3.312, -2.814, -1.922], [2.931, -2.908, -3.260], [1.863, -2.153, -3.750], [1.167, -1.325, -2.903], [-0.176, 2.351, 3.045], [-0.183, 3.538, 5.049], [1.120, 4.452, 6.921], [3.596, 4.243, 6.936], [4.775, 2.994, 5.141], [3.475, 2.051, 3.252], [2.917, -1.885, -0.024], [4.132, -3.418, -1.558], [3.459, -3.576, -3.928], [1.594, -2.224, -4.795], [0.355, -0.712, -3.276], [-3.154, 0.309, -5.050], [-2.226, 0.868, -4.279], [-2.243, 0.241, -3.111], [-3.227, -0.707, -3.242], [-3.794, -0.679, -4.415], [-3.575, -1.587, -2.140], [-4.624, -2.513, -2.198], [-4.902, -3.256, -1.148], [-4.202, -3.137, -0.035], [-3.151, -2.219, 0.036], [-2.860, -1.469, -1.017], [-3.426, 0.553, -5.994], [-1.584, 1.688, -4.560], [-5.217, -2.633, -3.098], [-4.465, -3.768, 0.804], [-2.563, -2.105, 0.937]], "lowdin_charge": [1.0500, 0.7676, -0.6473, 0.1170, 0.0647, -0.1293, 0.0413, 0.0206, 0.0807, 0.0149, 0.0504, 0.0605, -0.0819, -0.2525, 0.0230, -0.0175, 0.0101, -0.0300, -0.0210, 0.1365, 0.1385, 0.1426, 0.1460, 0.1408, 0.1287, 0.1236, 0.1315, 0.1337, 0.1263, 0.0758, 0.0951, -0.0785, -0.0568, -0.3037, 0.1873, -0.1774, 0.0003, 0.1431, -0.0382, -0.0637, -0.0071, 0.1957, 0.1573, 0.1449, 0.1373, 0.1192]}

=====

{"formula": "C16H32F12N2O10P", "method": "the ωB97M-V functional and the def2-TZVPD basis", "charge": -1, "total_energy_ha": -3030.88967, "largest_force_ev_per_a": 2.25, "symbols": ["N", "H", "H", "H", "H", "N", "H", "H", "H", "H", "C", "O", "O", "C", "F", "F", "F", "C", "C", "H", "H", "H", "H", "H", "H", "C", "O", "O", "C", "F", "F", "F", "C", "C", "H", "H", "H", "H", "H", "H", "P", "F", "F", "F", "F", "F", "F", "C", "C", "C", "O", "C", "O", "O", "H", "H", "H", "H", "H", "H", "C", "C", "C", "O", "C", "O", "O", "H", "H", "H", "H", "H", "H"], "positions_angstrom": [[-6.739, -23.240, 11.522], [-6.848, -24.234, 11.325], [-5.852, -22.890, 11.075], [-6.627, -23.029, 12.517], [-7.546, -22.716, 11.126], [-6.180, -21.218, 8.749], [-6.007, -20.319, 8.309], [-7.067, -21.277, 9.315], [-5.322, -21.422, 9.335], [-6.256, -21.895, 7.992], [-9.763, -21.621, 9.833], [-10.414, -22.864, 9.462], [-8.483, -21.818, 9.944], [-10.240, -20.512, 8.873], [-10.315, -20.924, 7.597], [-11.451, -20.036, 9.226], [-9.406, -19.446, 8.896], [-11.774, -22.981, 9.686], [-12.192, -24.396, 9.327], [-13.259, -24.555, 9.468], [-11.915, -24.596, 8.287], [-11.562, -25.111, 9.864], [-12.381, -22.274, 9.101], [-12.043, -22.791, 10.741], [-10.227, -21.409, 10.829], [-3.201, -22.153, 11.107], [-2.382, -23.300, 10.794], [-4.279, -22.227, 10.341], [-3.490, -22.166, 12.607], [-4.323, -21.170, 12.945], [-4.015, -23.326, 13.011], [-2.365, -21.971, 13.350], [-1.051, -23.307, 11.264], [-0.202, -24.104, 10.286], [0.853, -24.020, 10.554], [-0.468, -25.165, 10.312], [-0.393, -23.817, 9.251], [-1.025, -23.791, 12.248], [-0.601, -22.310, 11.370], [-2.629, -21.232, 10.863], [-6.490, -25.878, 9.175], [-5.175, -26.823, 9.086], [-7.430, -27.188, 9.151], [-6.393, -25.940, 10.819], [-7.725, -24.875, 9.303], [-5.482, -24.602, 9.235], [-6.600, -25.809, 7.569], [-8.419, -20.475, 17.985], [-7.654, -21.569, 17.266], [-8.441, -22.816, 16.860], [-8.340, -22.818, 15.431], [-7.441, -21.886, 15.027], [-7.092, -21.774, 13.904], [-7.149, -21.034, 16.032], [-8.816, -20.877, 18.919], [-9.242, -20.109, 17.367], [-7.778, -19.618, 18.184], [-6.796, -21.834, 17.888], [-9.480, -22.848, 17.182], [-7.932, -23.720, 17.199], [-9.226, -27.376, 15.535], [-8.293, -27.327, 14.347], [-8.787, -26.380, 13.228], [-7.779, -25.404, 13.116], [-6.856, -25.534, 14.089], [-6.027, -24.715, 14.308], [-7.075, -26.667, 14.787], [-8.758, -27.830, 16.403], [-10.134, -27.862, 15.166], [-9.531, -26.363, 15.807], [-8.015, -28.299, 13.943], [-9.738, -25.928, 13.537], [-8.998, -26.806, 12.248]], "lowdin_charge": [0.2783, 0.0591, 0.0873, 0.0633, 0.0839, 0.2588, 0.1212, 0.0672, 0.0700, 0.1342, -0.4671, -0.0813, -0.1741, -0.5502, 0.1407, 0.1141, 0.1150, -0.3288, -0.0772, 0.0661, 0.0775, 0.0726, 0.1090, 0.1165, 0.1512, -0.4652, -0.0716, -0.2012, -0.5630, 0.1323, 0.1522, 0.1022, -0.3016, -0.0847, 0.0643, 0.0722, 0.0737, 0.1122, 0.1122, 0.1511, 0.1463, -0.1692, -0.1656, -0.1861, -0.1427, -0.1653, -0.1634, -0.0294, -0.3113, -0.0785, 0.0570, -0.5373, 0.1716, 0.0982, 0.0855, 0.0924, 0.0842, 0.1503, 0.1307, 0.1312, -0.0312, -0.2790, -0.0843, 0.0387, -0.5549, 0.1648, 0.0769, 0.0835, 0.0917, 0.0826, 0.1522, 0.1285, 0.1395]}

=====

{"formula": "CH5NOS2", "method": "the ωB97M-V functional and the def2-TZVPD basis", "total_energy_ha": -967.40798, "largest_force_ev_per_a": 3.20, "symbols": ["C", "N", "O", "S", "S", "H", "H", "H", "H", "H"], "positions_angstrom": [[0.532, -1.277, 0.266], [-0.380, 1.788, -0.675], [3.012, -0.336, 0.092], [0.875, 1.683, 0.542], [1.702, -0.072, -0.468], [-0.415, -0.953, -0.038], [0.395, -1.209, 1.300], [0.886, -2.269, 0.024], [-1.163, 1.211, -0.242], [-0.731, 2.710, -0.740]], "lowdin_charge": [-0.2960, -0.4072, -0.5774, 0.5417, 0.6320, 0.0042, 0.0257, 0.0545, 0.0334, -0.0109]}

=====

{"formula": "C5H7Cl", "method": "the ωB97M-V functional and the def2-TZVPD basis", "smiles": "C=C1C[C@@]1(C)Cl", "total_energy_ha": -654.79541, "largest_force_ev_per_a": 4.93, "symbols": ["C", "C", "C", "C", "C", "Cl", "H", "H", "H", "H", "H", "H", "H"], "positions_angstrom": [[0.131, 1.024, 0.039], [0.844, 1.844, -0.719], [-0.194, 0.484, 1.343], [-1.043, -0.127, 0.169], [-0.670, -1.402, -0.479], [-2.622, 0.406, -0.073], [0.521, 2.167, -1.748], [1.707, 2.385, -0.132], [0.554, -0.255, 1.609], [-0.592, 1.057, 2.162], [0.299, -1.502, -0.163], [-0.871, -1.478, -1.524], [-1.267, -2.163, -0.140]], "lowdin_charge": [-0.2779, 0.0249, -0.0986, -0.8313, -0.0965, 0.7003, 0.0739, 0.0953, 0.1055, 0.1088, 0.0593, 0.0852, 0.0510]}